Density functional theory data (ωB97M-V with the def2-TZVPD basis set) for a cluster of 2 separate species, C8H8OS2 in total at a distorted geometry.

energy above the lowest of the compared OMol25 structures with the same formula, charge and spin: 3.201 eV
LUMO energy (alpha / beta): -1.8 / -2.0 eV
net charge: 0
HOMO energy (alpha / beta): -0.33159 / -0.29219 Eh
gap between HOMO and LUMO (alpha / beta): 7.212 / 5.987 eV
E: -32140.16706 eV

Element x y z (Å)
C1 -2.912 -0.124 -0.303
C2 -2.151 -1.276 -0.676
C3 -2.320 0.974 0.372
C4 -0.807 -1.339 -0.282
C5 -0.912 1.009 0.444
C6 -0.098 -0.102 0.159
C7 2.173 0.772 0.875
C8 1.299 -0.333 0.379
O1 1.798 1.913 1.049
S1 2.797 0.657 -1.662
S2 2.012 -1.931 0.268
H1 -4.010 -0.186 -0.597
H2 -2.670 -2.137 -1.009
H3 -2.828 1.769 0.821
H4 -0.348 -2.228 -0.650
H5 -0.528 1.916 0.858
H6 3.203 0.486 1.239
H7 2.969 1.864 -1.871
H8 3.332 -1.704 0.585

Results of the Mulliken charge analysis, in e, for atoms 1 through 8: -0.184 -0.782 -0.695 -0.524 -0.163 0.781 -0.021 0.102